Entry 1:
56
Properties=species:S:1:pos:R:3 method="wB97M-V/def2-TZVPD" total_charge=-1 e_lumo_ha="0.0553 / 0.0690" multiplicity=2 s_squared=0.765 orbital_gap_ev="6.22 / 6.55" relative_energy_kcal_mol=57.3
Re 0.3833 1.6580 0.1877
C 3.4329 -4.2538 -2.7849
C 3.3233 -3.1754 -1.7377
C 2.6261 -3.4021 -0.5521
C 2.5011 -2.4026 0.4012
C 3.0768 -1.1529 0.1805
C 3.8239 -0.9333 -0.9684
C 3.9283 -1.9369 -1.9198
S 2.8161 0.0953 1.4536
O 1.7151 -0.4076 2.2378
O 4.0969 0.2767 2.0757
N 2.3033 1.4815 0.7713
C 3.2121 2.1267 -0.1828
C 2.7138 1.8444 -1.6188
O 3.4784 1.9330 -2.5654
O 1.4621 1.4975 -1.6504
H 2.5454 -4.8867 -2.7859
H 4.2962 -4.8956 -2.5868
H 3.5593 -3.8229 -3.7777
H 2.1701 -4.3711 -0.3769
H 1.9619 -2.5709 1.3249
H 4.3188 0.0111 -1.1530
H 4.4857 -1.7407 -2.8293
H 4.2446 1.8095 -0.0482
H 3.1643 3.2071 -0.0378
S -2.7737 4.7679 1.7201
As -0.8187 3.9952 2.1198
S 0.4584 3.9877 0.2716
S -0.8539 1.7465 2.1952
S 0.0058 4.9202 3.8005
N -0.1899 -0.5544 -0.0574
C -1.2987 -0.7619 -0.9995
C -2.3802 -1.6466 -0.3663
C -2.8968 -1.1409 1.0108
C -4.3287 -0.5921 1.1096
N -4.5163 0.7345 0.5434
C -3.9681 1.8347 1.1015
N -3.5828 1.8564 2.3739
N -3.8615 2.9445 0.3765
C -1.8718 0.5688 -1.4656
O -2.7761 0.5460 -2.3065
O -1.4062 1.6255 -0.9187
H 0.6207 -1.1029 -0.3123
H -0.4405 -0.8156 0.8874
H -0.9273 -1.2241 -1.9127
H -1.9298 -2.6289 -0.2100
H -3.1853 -1.7755 -1.0925
H -2.2271 -0.3648 1.4022
H -2.8421 -1.9754 1.7144
H -4.6207 -0.5561 2.1599
H -5.0296 -1.2634 0.6138
H -4.5102 0.7669 -0.4675
H -3.4392 0.9942 2.8666
H -2.9914 2.6540 2.6496
H -3.8401 2.8193 -0.6246
H -3.2180 3.6523 0.7601

=====

Entry 2:
68
Properties=species:S:1:pos:R:3 method="wB97M-V/def2-TZVPD" e_lumo_ha=-0.0342 multiplicity=1 orbital_gap_ev=7.50
C -0.2131 -3.2939 -2.0662
Si -0.8756 -1.6098 -2.6776
C -1.1709 -0.4527 -1.1815
C 0.3947 -0.6845 -3.7794
C 1.6670 -1.5061 -4.1349
C 2.7947 -1.5406 -3.0408
C 2.6700 -0.4991 -1.9141
C 3.7222 -0.8113 -0.8007
C 3.8644 0.3926 0.1839
C 3.3277 0.1068 1.6092
C 1.7746 -0.0991 1.6684
C 1.0045 1.0931 2.2008
C 0.3630 1.1085 3.4143
P 0.4218 -0.3745 4.5021
P 0.1396 0.2217 6.5732
O 0.3435 1.6447 6.8356
O 1.1739 -0.6062 7.5306
O -1.3740 -0.2099 7.0529
C -0.3820 2.2907 3.8812
C -0.5065 3.4435 3.1792
P -1.5014 4.8222 3.9406
N -3.1562 4.4211 3.5244
O -1.1970 6.2153 3.0920
C 0.1615 3.5070 1.8890
N 0.1662 4.5464 1.0778
S 1.0402 4.0718 -0.2307
N 1.3896 2.5658 0.2281
C 0.8864 2.3147 1.4350
C -2.5660 -1.7906 -3.5128
C -3.0277 -1.0307 -4.5946
C -4.3226 -1.2457 -5.0847
C -5.1746 -2.2003 -4.5358
C -4.7215 -2.9684 -3.4515
C -3.4380 -2.7590 -2.9656
H -0.9628 -4.0518 -2.3479
H 0.7353 -3.5790 -2.5436
H -0.0703 -3.2171 -0.9775
H -1.1802 0.6022 -1.5176
H -2.1315 -0.6632 -0.6823
H -0.3427 -0.5393 -0.4593
H -0.1435 -0.5298 -4.7403
H 0.6052 0.3293 -3.4028
H 1.4354 -2.5472 -4.4179
H 2.0986 -1.0428 -5.0432
H 2.9027 -2.5784 -2.6797
H 3.7435 -1.3151 -3.5659
H 2.8443 0.5081 -2.3277
H 1.6898 -0.4878 -1.4100
H 3.4958 -1.7594 -0.2835
H 4.6976 -0.9406 -1.3070
H 4.9094 0.7481 0.2318
H 3.2921 1.2299 -0.2518
H 3.6891 0.8342 2.3550
H 3.7623 -0.8695 1.9061
H 1.5616 -0.9690 2.3104
H 1.4507 -0.3771 0.6540
H -0.7335 -1.1339 4.1678
H 1.2509 -1.5153 7.1954
H -1.4616 -1.1665 6.9028
H -0.8929 2.2548 4.8505
H -3.2878 3.4559 3.8331
H -3.2090 4.3760 2.5006
H -1.6677 6.1298 2.2451
H -2.3939 -0.2569 -5.0351
H -4.6895 -0.6316 -5.9123
H -6.1709 -2.3178 -4.9716
H -5.3980 -3.7118 -3.0207
H -3.1069 -3.3507 -2.1022

=====

Entry 3:
46
Properties=species:S:1:pos:R:3 method="wB97M-V/def2-TZVPD" total_charge=-1 e_lumo_ha=0.0852 multiplicity=1 orbital_gap_ev=6.90
C -5.1741 -1.2379 -2.7326
C -4.5885 -0.2374 -1.7345
O -3.9324 -0.8551 -0.6248
C -2.9234 -1.7511 -0.8204
O -2.7513 -2.6100 -0.0071
C -2.0221 -1.5375 -2.0156
C -0.8596 -0.5571 -1.7536
C 0.4005 -1.1782 -1.1334
P 0.3883 -1.0935 0.7142
C 0.8940 0.6605 1.0182
C 2.1474 1.2657 0.3640
C 1.9127 2.7013 -0.0907
S 0.9999 2.8163 -1.6613
C 1.9092 -2.0789 1.0982
F 3.1157 -1.5215 0.6284
C 2.0813 -2.3495 2.5818
C 3.0571 -3.4845 2.8674
H -4.6182 -1.2651 -3.6690
H -6.2039 -0.9737 -2.9740
H -5.1867 -2.2406 -2.3031
H -3.9172 0.4746 -2.2221
H -5.3828 0.3450 -1.2737
H -1.6419 -2.5239 -2.2867
H -2.5834 -1.1642 -2.8699
H -0.5954 -0.1188 -2.7165
H -1.2026 0.2725 -1.1300
H 1.2727 -0.6446 -1.5122
H 0.5023 -2.2249 -1.4351
H 0.0126 1.2499 0.7450
H 0.9738 0.7425 2.1057
H 2.9664 1.2613 1.0839
H 2.4780 0.6659 -0.4830
H 2.8516 3.2396 -0.1984
H 1.3444 3.2554 0.6575
H 2.0000 2.3783 -2.4379
H 1.8089 -3.0263 0.5529
H 2.4305 -1.4237 3.0488
H 1.1006 -2.5717 3.0074
H 3.1371 -3.6825 3.9372
H 4.0505 -3.2482 2.4842
H 2.7233 -4.4052 2.3813
C 1.7599 5.4593 2.1909
O 2.4901 6.3798 1.7815
O 0.3818 5.8151 2.3115
O 2.0084 4.2878 2.4994
H 0.3845 6.7349 2.0265